Record 1
The following is a quantum chemistry calculation of a cluster of 5 separate species, C10H29BrN3O4 in total in a non-equilibrium geometry, from OMol25.

- Electronic energy: -93534.86605 eV
- Total charge: +1
- HOMO level: -12.17 eV
- Spin multiplicity: 1
- Lowest unoccupied orbital energy: -4.021 eV

Last column: Löwdin charge in e.
CARTESIAN COORDINATES (ANGSTROEM)
N: 0.3788 1.5720 -0.4396  0.253
C: 0.2827 0.3218 -0.8347  -0.392
N: 0.8922 -0.7304 -0.1449  0.090
C: -0.0641 -1.8586 -0.3965  -0.125
C: -0.5909 -1.5594 -1.7856  -0.284
C: -1.9921 -2.0396 -2.1641  -0.131
C: -3.1333 -1.0948 -1.7776  -0.272
C: -3.6191 -1.1173 -0.3376  -0.505
Br: -2.5718 0.1155 0.7632  0.807
N: -0.4198 -0.0839 -1.9316  0.136
H: 0.5691 2.2965 -1.1149  0.144
H: 0.2245 1.8365 0.5455  0.104
H: 1.7083 -0.8966 -0.7402  0.155
H: 0.4327 -2.8088 -0.2669  0.131
H: -0.7850 -1.7475 0.3974  0.057
H: 0.0922 -2.0400 -2.4802  0.114
H: -2.0127 -2.1197 -3.2453  0.120
H: -2.1456 -3.0465 -1.7914  0.127
H: -3.9966 -1.3384 -2.3897  0.118
H: -2.8546 -0.0855 -2.0468  0.091
H: -3.5253 -2.0818 0.1380  0.065
H: -4.6444 -0.7937 -0.2678  0.062
H: 0.0425 0.1931 -2.7929  0.176
C: 0.3059 1.4675 3.1908  -0.096
O: -0.6165 2.1719 2.3243  -0.203
H: 1.2634 1.9767 3.1464  0.080
H: -0.0497 1.4749 4.2191  0.093
H: 0.4374 0.4324 2.8644  0.073
H: -1.4670 1.7149 2.3752  -0.003
C: 1.9508 -4.4711 -2.8312  -0.137
O: 0.7374 -3.9374 -3.3682  -0.142
H: 2.5991 -3.6294 -2.5965  0.075
H: 1.7676 -5.0440 -1.9193  0.080
H: 2.4592 -5.1091 -3.5544  0.084
H: 0.1669 -4.6815 -3.5840  0.087
C: 4.7144 1.1463 3.1718  -0.149
O: 3.5286 0.4324 3.5229  -0.134
H: 4.9525 1.7977 4.0072  0.081
H: 5.5541 0.4690 3.0047  0.078
H: 4.5662 1.7608 2.2796  0.073
H: 3.3139 -0.1539 2.7924  0.063
C: -1.5567 5.4134 0.7456  -0.165
O: -0.8626 5.1655 1.9567  -0.122
H: -1.6050 6.4910 0.6131  0.080
H: -1.0362 4.9830 -0.1176  0.063
H: -2.5788 5.0232 0.7753  0.077
H: -0.8123 4.2130 2.0863  0.024



Record 2
The following is a quantum chemistry calculation of an isolated molecule of C21H30N4OS, from OMol25.

- Electronic energy: -41108.30068 eV
- SMILES: Cc1cc(N2CCCC2)nc2ccc(NC(=S)NCCCOC(C)C)cc12
- HOMO level: -7.46 eV
- Relative energy (zero: lowest compared OMol25 entry of this formula, charge and spin): 0.00 kcal/mol
- Spin multiplicity: 1
- Lowest unoccupied orbital energy: 0.329 eV

Last column: Löwdin charge in e.
CARTESIAN COORDINATES (ANGSTROEM)
C: -0.4181 4.5447 1.9559  -0.041
C: 0.4690 3.3471 2.0993  -0.207
C: 1.5467 3.3701 2.9337  0.048
C: 2.3809 2.2208 3.0587  -0.281
N: 2.1458 1.1042 2.3926  0.158
C: 1.0875 1.0550 1.5674  -0.225
C: 0.8343 -0.1528 0.8841  0.001
C: -0.2186 -0.2685 0.0213  -0.031
C: -1.0670 0.8313 -0.2164  -0.241
C: -0.8613 2.0108 0.4661  0.038
C: 0.2052 2.1517 1.3650  -0.115
H: -1.5374 2.8361 0.2992  0.115
N: -2.1600 0.7309 -1.0914  0.037
C: -2.2282 0.1375 -2.3115  -0.873
N: -1.0886 -0.3086 -2.8703  0.001
H: -0.2339 -0.2196 -2.3398  0.126
C: -1.0429 -1.1103 -4.0659  -0.220
C: -0.8271 -2.5950 -3.7665  -0.147
C: -1.9791 -3.1849 -2.9436  -0.223
O: -1.8023 -4.5623 -2.6972  -0.130
C: -2.6424 -5.4471 -3.4197  -0.457
C: -2.4680 -6.8201 -2.7780  -0.047
H: -3.1378 -7.5397 -3.2400  0.078
H: -1.4412 -7.1533 -2.9020  0.082
H: -2.6849 -6.7601 -1.7153  0.078
C: -2.3110 -5.4990 -4.9132  -0.050
H: -1.2619 -5.7508 -5.0508  0.086
H: -2.9215 -6.2579 -5.3957  0.079
H: -2.5132 -4.5435 -5.3914  0.070
H: -3.6901 -5.1200 -3.3019  0.143
H: -2.9347 -2.9933 -3.4447  0.114
H: -2.0138 -2.6945 -1.9627  0.116
H: -0.7404 -3.1312 -4.7113  0.104
H: 0.1053 -2.7375 -3.2154  0.116
H: -1.9950 -0.9675 -4.5834  0.067
H: -0.2331 -0.7397 -4.7016  0.121
S: -3.6986 0.0701 -3.0712  0.623
H: -2.9913 1.2502 -0.8442  0.118
H: -0.4298 -1.2189 -0.4474  0.109
H: 1.4895 -0.9873 1.0778  0.114
N: 3.4572 2.2243 3.8707  -0.078
C: 3.8877 3.3229 4.7060  -0.166
C: 5.2078 2.8343 5.3032  -0.168
H: 6.0330 3.0816 4.6346  0.113
C: 5.0199 1.3194 5.3577  -0.166
H: 4.4074 1.0491 6.2186  0.113
C: 4.2631 1.0362 4.0644  -0.159
H: 4.9497 0.9082 3.2189  0.124
H: 3.6184 0.1571 4.1113  0.114
H: 5.9624 0.7800 5.4156  0.109
H: 5.4058 3.2737 6.2786  0.109
H: 3.1503 3.5191 5.4967  0.126
H: 4.0194 4.2383 4.1208  0.120
H: 1.7702 4.2560 3.5073  0.103
H: -0.0720 5.3547 2.5931  0.078
H: -1.4412 4.2961 2.2353  0.089
H: -0.4237 4.8933 0.9239  0.089



Record 3
The following is a quantum chemistry calculation of an isolated molecule of C5H10N2O2S in a non-equilibrium geometry, from OMol25.

- Electronic energy: -23251.39233 eV
- HOMO level (spin up / spin down): -7.99 / -8.00 eV
- Relative energy (zero: lowest compared OMol25 entry of this formula, charge and spin): 121.72 kcal/mol
- Spin multiplicity: 1
- Lowest unoccupied orbital energy (spin up / spin down): -1.328 / -1.323 eV

Last column: Löwdin charge in e.
CARTESIAN COORDINATES (ANGSTROEM)
C: -1.9644 -2.2931 -0.1649  -0.180
C: 1.5461 1.5080 0.0634  -0.464
C: -3.1582 -1.6514 0.5704  -0.050
C: 1.9930 0.7027 1.2110  -0.145
C: 2.3298 1.4380 -1.2276  -0.112
N: -0.9437 -1.6073 -0.4488  -0.066
N: -0.1457 -0.7515 -0.5024  0.096
O: -1.0231 1.4370 0.8541  -0.307
O: -0.5362 1.9067 -1.5001  -0.326
S: -0.1406 1.3308 -0.2378  0.684
H: -2.0346 -3.3845 -0.5287  0.142
H: -3.7539 -1.3351 -0.2208  0.040
H: -2.6429 -0.7083 1.0335  0.099
H: -3.5266 -2.4173 1.3340  0.099
H: 1.1353 0.1584 1.6817  0.080
H: 2.6232 1.3973 1.8845  0.114
H: 2.7017 -0.0126 0.8359  0.058
H: 3.3086 2.0513 -1.1908  0.121
H: 1.8415 1.8999 -1.9991  0.018
H: 2.3907 0.3310 -1.4474  0.099



Record 4
The following is a quantum chemistry calculation of a structure of composition C4H8N2O in a non-equilibrium geometry, from OMol25.

- Electronic energy: -9303.22519 eV
- HOMO level: -8.28 eV
- Relative energy (zero: lowest compared OMol25 entry of this formula, charge and spin): 73.06 kcal/mol
- Spin multiplicity: 1
- Lowest unoccupied orbital energy: 0.911 eV

Last column: Löwdin charge in e.
CARTESIAN COORDINATES (ANGSTROEM)
C: -1.8853 0.7784 -0.1923  -0.074
C: 0.9167 -0.0929 0.0789  -0.495
N: 1.8975 -0.2600 -0.9007  0.112
C: 0.4834 -1.2658 0.8764  -0.087
C: -0.8628 -0.3125 -0.3359  -0.280
O: 1.0932 1.1361 0.7203  0.012
N: -0.7984 -1.3016 0.6971  0.087
H: 0.4015 1.2513 1.3813  0.100
H: 2.3609 0.5836 -1.2112  0.092
H: 2.5541 -1.0126 -0.7573  0.085
H: 1.0786 -1.9751 1.4402  0.109
H: -0.7897 -0.7386 -1.3320  0.122
H: -2.3413 0.7657 0.7999  0.075
H: -2.6744 0.6784 -0.9367  0.069
H: -1.4340 1.7657 -0.3280  0.074



Record 5
The following is a quantum chemistry calculation of a structure of composition C16H38B4CdN2O4 in a non-equilibrium geometry, from OMol25.

- Electronic energy: -35642.42454 eV
- Total charge: -2
- HOMO level: -3.38 eV
- Relative energy (zero: lowest compared OMol25 entry of this formula, charge and spin): 0.00 kcal/mol
- Spin multiplicity: 1
- Lowest unoccupied orbital energy: 4.561 eV

Last column: Löwdin charge in e.
CARTESIAN COORDINATES (ANGSTROEM)
Cd: -0.5497 -0.4186 -2.3115  1.234
B: -2.5921 -1.3975 -2.0140  -0.492
H: -3.3264 -1.9251 -1.2996  -0.041
H: -2.4707 -0.3306 -1.6664  -0.058
H: -1.6254 -1.9668 -2.1067  -0.065
H: -3.0019 -1.3451 -3.0865  -0.044
B: 1.0884 -1.2697 -3.2577  -0.547
H: 0.8937 -1.9061 -2.3512  -0.054
H: 0.2215 -1.2810 -3.9691  -0.056
H: 1.3025 -0.1923 -3.0041  -0.060
H: 2.0562 -1.6574 -3.7435  -0.023
B: 0.1599 -0.0755 -0.2258  -0.526
H: -0.5290 0.7468 -0.5698  -0.039
H: 0.6050 0.1369 0.8088  -0.012
H: -0.5311 -0.9574 -0.3225  -0.047
H: 1.0050 -0.1415 -0.9598  -0.049
B: -1.3636 0.9574 -4.0947  -0.503
H: -2.2149 1.6630 -4.4264  -0.033
H: -1.2026 1.2134 -3.0011  -0.082
H: -1.6637 -0.1318 -4.2870  -0.066
H: -0.4362 1.1018 -4.7651  -0.030
O: 4.2800 0.9223 3.1483  0.089
C: 3.8796 -0.0116 2.4968  -0.509
O: 4.5917 -0.6638 1.5826  0.036
C: 3.7818 -1.6362 0.8787  -0.118
C: 2.5580 -1.8648 1.7541  -0.150
C: 2.5138 -0.6233 2.6315  -0.082
H: 4.3098 -2.5331 0.5643  0.122
H: 3.5038 -1.1219 -0.0448  0.132
H: 2.7148 -2.7402 2.3851  0.111
H: 1.6495 -1.9421 1.1664  0.078
H: 2.3754 -0.8435 3.6903  0.126
H: 1.8030 0.1611 2.3746  0.108
O: 3.8628 3.8838 -1.7911  0.093
C: 2.6712 3.8259 -1.9035  -0.492
O: 2.0529 3.7059 -3.1078  0.018
C: 0.6996 3.2625 -2.9122  -0.159
C: 0.2555 3.6384 -1.4726  -0.121
C: 1.6102 3.7766 -0.8157  -0.084
H: 0.6133 2.2004 -3.1392  0.062
H: 0.1230 3.7482 -3.7005  0.124
H: -0.2688 2.7382 -1.1633  0.080
H: -0.2971 4.5724 -1.5065  0.110
H: 1.9390 2.9060 -0.2430  0.130
H: 1.7807 4.7067 -0.2707  0.120
N: -0.8252 -2.9278 1.5143  0.048
C: -0.5445 -3.3180 2.8020  -0.155
C: -1.6223 -4.0382 3.2808  -0.147
C: -2.5638 -4.1312 2.2541  -0.137
C: -2.1159 -3.3401 1.2475  -0.124
H: -0.2884 -2.2407 1.0054  0.080
H: 0.3868 -3.1398 3.3141  0.088
H: -1.8369 -4.3099 4.3053  0.079
H: -3.5143 -4.6397 2.2519  0.085
H: -2.5677 -2.9913 0.3286  0.080
N: -1.5188 1.0260 2.0713  0.035
C: -2.3181 0.2298 2.8244  -0.117
C: -3.1317 1.0514 3.5916  -0.126
C: -2.7977 2.4114 3.2877  -0.126
C: -1.8342 2.2915 2.3223  -0.193
H: -0.8525 0.7743 1.3263  0.060
H: -2.2418 -0.8364 2.6774  0.096
H: -3.9652 0.7048 4.1855  0.071
H: -3.2593 3.3405 3.5735  0.072
H: -1.4172 3.1927 1.8879  0.106



Record 6
The following is a quantum chemistry calculation of an isolated molecule of C3H4F2N2 in a non-equilibrium geometry, from OMol25.

- Electronic energy: -11583.78327 eV
- HOMO level (spin up / spin down): -6.49 / -10.80 eV
- Relative energy (zero: lowest compared OMol25 entry of this formula, charge and spin): 18.12 kcal/mol
- ⟨S²⟩: 2.0183
- Spin multiplicity: 3
- Lowest unoccupied orbital energy (spin up / spin down): 0.903 / -2.912 eV

Last column: Löwdin charge in e.
CARTESIAN COORDINATES (ANGSTROEM)
C: 1.2558 0.5519 -0.0344  -0.441
C: -0.8998 0.7608 0.2338  -0.180
C: -0.5732 -0.7314 -0.3035  -0.135
N: 0.3604 1.3660 0.2747  0.101
N: 0.8402 -0.7650 -0.4628  0.058
F: 2.5075 0.8034 -0.1315  0.179
F: 1.4091 -1.7337 0.5066  -0.117
H: -1.6318 1.4516 -0.3356  0.133
H: -1.3632 0.7107 1.3032  0.143
H: -1.1506 -1.5391 0.2962  0.151
H: -0.7545 -0.8750 -1.3467  0.109



Number 1: molecular weight 335.26 g mol⁻¹. Number 2: molecular weight 386.56 g mol⁻¹. Number 3: molecular weight 162.21 g mol⁻¹. Number 4: molecular weight 100.12 g mol⁻¹. Number 5: molecular weight 478.15 g mol⁻¹. Number 6: molecular weight 106.07 g mol⁻¹.